1.
C22H56N4O7 | the ωB97M-V functional and the def2-TZVPD basis

Its multiplicity is 1. The SMILES is COC[C@H](C)N.COCCNCCOC.COCCNCCOC.COCCNCCOC. For the energy above the lowest of the compared OMol25 structures with the same formula, charge and spin, the calculation gives 312.36 kJ/mol. The value obtained for the total energy is -44006.783 eV. For the LUMO energy, the calculation gives 0.566 eV. As for the largest force on an atom: 3.49 eV/Å.

Geometry as XYZ:
```
89
Properties=species:S:1:pos:R:3:forces:R:3
C -24.852 13.242 -25.513 0.714 0.648 -0.265
O -23.485 13.463 -25.939 -1.777 -0.328 1.043
C -23.034 14.760 -26.238 -0.698 0.099 -0.253
C -21.664 14.562 -26.779 1.285 0.211 0.366
N -21.553 13.375 -27.614 -0.206 0.249 -0.118
C -20.288 13.391 -28.316 -0.354 0.172 0.194
C -19.743 12.063 -28.817 0.250 0.009 -0.653
O -19.324 11.261 -27.751 0.392 -0.176 1.495
C -18.793 9.957 -27.979 -0.445 0.676 -0.950
H -25.094 13.623 -24.520 0.352 0.567 0.145
H -25.036 12.173 -25.400 0.286 -0.071 -0.574
H -25.525 13.702 -26.236 -0.161 -0.179 -0.045
H -23.038 15.431 -25.379 0.068 -0.067 0.369
H -23.630 15.265 -26.999 -0.530 -0.287 -0.230
H -20.947 14.468 -25.963 0.134 -0.100 0.571
H -21.314 15.490 -27.231 -0.223 -0.045 -0.713
H -21.546 12.618 -26.945 -0.096 -0.641 -0.225
H -19.531 13.846 -27.676 0.611 -0.138 0.224
H -20.416 14.119 -29.118 0.219 -0.274 -0.518
H -18.925 12.381 -29.463 0.646 -0.233 -0.094
H -20.384 11.479 -29.478 -0.663 0.155 0.034
H -17.851 10.008 -28.524 0.226 0.081 -0.064
H -19.490 9.382 -28.588 -0.147 -0.198 -0.062
H -18.626 9.407 -27.052 -0.255 0.500 0.166
C -31.002 17.817 -22.426 1.604 0.604 -0.205
O -29.698 18.020 -21.872 -0.115 1.058 -1.732
C -29.051 17.177 -21.011 -0.355 -1.118 1.334
C -28.352 15.970 -21.667 1.009 1.509 -0.701
N -27.714 15.054 -20.688 -0.313 0.167 -1.574
C -26.876 13.965 -21.311 -0.975 -0.397 1.695
C -26.132 13.111 -20.248 0.514 -0.872 -0.192
O -26.916 12.099 -19.615 -1.419 -0.343 0.206
C -26.254 11.067 -18.865 0.723 1.332 -0.345
H -31.677 18.410 -21.808 -0.599 -0.720 -0.010
H -31.213 16.775 -22.667 -0.419 -0.059 0.597
H -30.904 18.321 -23.387 -0.408 0.033 -0.098
H -29.765 16.800 -20.279 -0.145 -0.200 0.501
H -28.374 17.853 -20.488 0.408 -0.503 0.150
H -27.637 16.448 -22.337 0.762 -0.182 0.182
H -29.033 15.577 -22.422 -0.497 -0.882 0.289
H -28.555 14.636 -20.316 0.280 -0.695 0.742
H -26.133 14.338 -22.016 -0.075 0.441 0.242
H -27.497 13.250 -21.849 -0.168 -0.048 -0.323
H -25.631 13.704 -19.484 0.009 0.330 -0.042
H -25.388 12.539 -20.803 0.586 0.225 -0.230
H -25.637 11.521 -18.091 0.057 0.111 0.259
H -25.561 10.494 -19.480 -0.056 -0.158 -0.354
H -26.944 10.385 -18.367 -0.381 0.350 -0.418
C -14.382 5.708 -22.373 -1.629 0.032 -0.219
O -15.692 6.311 -22.590 1.096 0.401 0.687
C -15.820 7.713 -22.254 0.365 -1.281 -1.408
C -17.123 8.185 -22.832 -1.798 2.112 -0.278
N -17.279 8.400 -24.256 1.057 -0.618 -1.666
C -17.523 7.213 -25.063 -0.971 0.210 -0.109
C -18.935 6.631 -24.927 -1.258 0.235 3.035
O -19.941 7.628 -25.165 -0.649 0.183 -1.087
C -21.248 7.249 -24.704 0.373 -0.439 0.439
H -14.267 5.419 -21.329 0.079 0.072 0.106
H -13.537 6.322 -22.687 -0.149 0.248 -0.122
H -14.452 4.811 -22.988 0.400 -0.033 0.115
H -14.989 8.237 -22.726 0.036 0.266 -0.268
H -15.736 7.957 -21.195 -0.320 -0.478 0.320
H -17.223 9.207 -22.466 -0.164 0.097 0.546
H -18.049 7.677 -22.559 0.422 -0.623 1.208
H -17.963 9.058 -24.600 -0.022 0.576 1.137
H -16.757 6.526 -24.702 -0.141 -0.548 -1.039
H -17.555 7.560 -26.095 1.177 -0.365 -0.334
H -19.112 6.446 -23.868 0.476 -0.388 0.674
H -19.213 5.647 -25.304 0.438 0.097 -1.152
H -21.449 6.192 -24.880 0.115 -0.187 -0.308
H -22.096 7.817 -25.087 0.702 0.314 -0.716
H -21.370 7.386 -23.630 0.496 0.047 0.358
C -20.611 12.181 -24.088 0.631 0.347 1.568
C -21.478 10.958 -24.185 -1.792 1.244 -1.258
C -22.493 10.556 -23.072 1.550 -1.295 0.296
O -23.200 9.323 -23.560 0.998 3.110 1.231
C -24.289 8.929 -22.768 -0.837 -0.727 -0.543
N -22.176 11.108 -25.462 -0.092 -2.143 -0.075
H -21.018 13.176 -23.913 -0.793 -0.236 0.337
H -20.059 12.332 -25.016 0.307 -0.648 0.079
H -19.978 11.916 -23.241 0.788 0.768 -0.044
H -20.741 10.157 -24.231 -0.344 -0.475 -0.349
H -23.101 11.304 -22.563 -0.921 0.295 -1.125
H -21.863 10.313 -22.215 0.224 -0.821 0.273
H -25.015 8.613 -23.517 -0.206 -0.682 0.278
H -24.869 9.637 -22.176 0.637 0.914 -0.023
H -24.021 8.130 -22.077 0.058 -0.254 -0.092
H -22.804 10.318 -25.425 -0.351 -0.229 -0.900
H -22.765 11.921 -25.571 0.353 0.289 0.611
```
Positions in Å, forces in eV/Å.

Mulliken population analysis, charges in e, atoms 1 to 5:
1 C -0.8392
2 O -0.4541
3 C -0.7912
4 C -0.4661
5 N -0.3383

2.
C22H56O12V | the ωB97M-V functional and the def2-TZVPD basis

Its multiplicity is 1. For the energy above the lowest of the compared OMol25 structures with the same formula, charge and spin, the calculation gives 278.41 kJ/mol. The value obtained for the total energy is -73980.348 eV. Its charge is -1. For the LUMO energy, the calculation gives 2.255 eV. As for the largest force on an atom: 8.72 eV/Å.

Geometry as XYZ:
```
91
Properties=species:S:1:pos:R:3:forces:R:3
O 2.808 0.662 1.032 -0.151 -0.478 -0.195
V 2.275 0.436 -0.458 0.270 0.416 -2.279
O 0.672 0.223 -0.423 0.966 0.123 0.169
C 3.923 0.908 -2.558 1.081 3.148 -4.987
O 2.689 0.838 -2.577 -7.945 -2.203 2.838
O 4.465 0.929 -1.485 2.843 -1.401 6.689
O 4.393 1.260 -3.644 2.684 -0.314 -2.069
C -2.471 1.533 4.651 -1.332 0.204 0.410
C -1.561 1.246 3.471 0.833 0.925 -0.116
C -1.864 1.793 2.082 -0.954 -1.039 0.091
O -0.223 1.617 3.754 1.058 -0.433 0.746
H -2.058 1.250 5.620 0.424 -0.372 -0.284
H -3.404 0.979 4.545 0.004 -0.470 -0.120
H -2.881 2.524 4.846 0.591 0.635 -0.645
H -1.503 0.159 3.416 -0.161 -0.076 -0.221
H -1.538 2.813 1.879 -0.327 0.183 0.452
H -2.934 1.640 1.943 -0.171 0.548 -0.427
H -1.374 1.162 1.342 0.208 0.012 0.058
H -0.014 2.545 3.621 -0.370 0.050 -0.100
C 0.464 -2.244 -3.468 0.264 0.352 0.667
C 0.033 -3.570 -2.839 -1.032 0.693 -0.315
C -0.026 -4.695 -3.819 0.832 -0.617 -1.071
O 0.895 -3.897 -1.781 1.431 0.521 0.832
H 1.534 -2.229 -3.676 -0.023 -0.265 -0.641
H 0.377 -1.369 -2.823 -0.239 -0.233 0.640
H -0.170 -1.963 -4.309 0.298 -0.436 -0.356
H -0.981 -3.439 -2.462 -0.215 0.135 0.286
H -0.593 -4.433 -4.712 -0.567 -0.173 0.264
H -0.327 -5.632 -3.352 -0.530 0.053 -0.069
H 0.953 -4.924 -4.239 0.419 0.207 0.183
H 0.612 -4.618 -1.214 -0.432 0.006 -0.284
C 4.026 -3.359 0.531 -0.195 0.172 0.495
C 4.064 -2.215 -0.476 1.938 -0.992 -0.881
C 4.664 -2.716 -1.813 -0.557 0.460 0.128
O 2.748 -1.748 -0.699 0.112 1.293 0.539
H 4.982 -3.772 0.853 0.343 0.438 -0.253
H 3.498 -4.227 0.136 -0.407 0.082 -0.085
H 3.535 -2.973 1.424 -0.175 -0.265 0.103
H 4.704 -1.413 -0.109 -0.525 0.317 0.030
H 5.742 -2.868 -1.756 -0.098 -0.361 0.214
H 4.517 -2.030 -2.647 -0.124 0.393 0.248
H 4.106 -3.616 -2.071 0.335 -0.402 -0.140
H 2.257 -2.472 -1.093 -0.852 -0.093 -0.310
C 2.391 3.847 1.496 -0.312 -1.185 1.871
C 1.367 3.455 0.409 2.350 2.295 2.029
C 1.046 4.786 -0.255 -1.807 -0.697 -0.688
O 2.047 2.657 -0.493 -0.244 -0.907 -1.434
H 3.079 4.668 1.294 -0.224 -0.018 -0.485
H 2.973 2.986 1.823 0.171 -0.201 -0.491
H 1.882 4.071 2.433 -0.318 0.574 0.103
H 0.538 2.903 0.852 -0.075 0.076 -0.354
H 0.517 4.458 -1.150 -0.214 0.707 -0.463
H 1.891 5.410 -0.543 0.280 -0.444 0.096
H 0.388 5.411 0.348 -0.075 -0.072 0.066
H 2.573 3.258 -1.026 0.519 -0.615 -0.569
C -4.975 -0.381 -1.520 0.018 -0.269 0.296
C -3.614 -1.110 -1.378 -0.917 0.378 -0.072
C -2.760 -0.608 -0.197 -0.662 -0.851 -0.977
O -3.826 -2.522 -1.333 -0.512 -0.328 0.794
H -5.478 -0.672 -2.442 0.122 0.149 -0.296
H -4.939 0.706 -1.454 0.422 0.041 -0.296
H -5.680 -0.652 -0.735 0.208 -0.321 0.371
H -3.096 -1.045 -2.335 0.535 1.023 0.128
H -2.176 -1.465 0.139 0.811 0.387 -0.377
H -3.285 -0.321 0.715 -0.588 0.240 -0.369
H -2.232 0.237 -0.640 0.644 -0.157 0.699
H -4.663 -2.650 -1.786 -0.039 -0.401 -0.010
C -3.970 3.697 -2.779 0.024 -0.963 -0.821
C -2.854 3.356 -1.818 -0.455 -0.878 -0.040
C -1.664 2.657 -2.449 -0.813 -0.247 -0.167
O -2.438 4.519 -1.164 0.537 0.399 0.327
H -4.491 2.793 -3.096 -0.212 -0.324 0.416
H -3.549 3.979 -3.744 0.066 0.877 0.099
H -4.727 4.384 -2.399 0.355 0.171 0.013
H -3.186 2.628 -1.078 -0.639 -0.026 0.377
H -2.071 1.750 -2.895 0.253 0.028 -0.661
H -0.983 2.252 -1.701 0.339 0.374 0.142
H -1.183 3.338 -3.152 0.225 -0.375 -0.180
H -1.547 4.240 -0.940 0.376 0.856 0.572
C 1.157 -1.706 3.129 0.003 -0.203 -0.005
C 0.109 -1.957 4.243 3.600 -0.710 -1.362
C 0.598 -3.170 5.089 -1.791 -0.079 -0.440
O 0.201 -0.847 5.024 -0.989 1.242 2.782
H 2.082 -1.256 3.492 0.019 -0.267 0.805
H 0.843 -0.893 2.475 -0.352 -0.537 -0.746
H 1.464 -2.653 2.685 -0.305 0.208 -0.805
H -0.855 -2.092 3.754 -0.415 -0.380 0.338
H 0.430 -4.084 4.520 0.117 -0.086 -0.210
H -0.081 -3.264 5.937 0.192 0.036 0.355
H 1.634 -3.184 5.428 -0.070 0.613 -0.181
H 0.100 -0.007 4.570 0.288 0.122 -0.412
```
Positions in Å, forces in eV/Å.

Mulliken population analysis, charges in e, atoms 1 to 5:
1 O -0.6280
2 V 1.2579
3 O -0.3212
4 C 0.8211
5 O -0.5736

Q: Which of these has the lowest largest force on an atom?
A: C22H56N4O7

Q: Which value of largest force on an atom does entry 2 give?
A: 8.72 eV/Å